The following is a quantum chemistry calculation of a structure of composition C38H88FI4N2O14P2S10 in a non-equilibrium geometry, from OMol25.

As for the net charge: +1. Its spin multiplicity is 1. The value obtained for the total energy is -8618.04578 a.u.

Cartesian coordinates (Å):
C: -0.501 1.481 -3.600
C: -0.907 1.148 -2.351
C: 0.048 0.690 -1.275
C: 0.521 1.852 -0.237
S: 2.382 1.736 -0.168
C: 0.256 3.303 -0.669
C: 1.034 3.808 -1.899
C: 0.145 4.695 -2.781
F: 2.092 4.611 -1.490
C: -0.125 1.380 1.082
I: -2.268 1.915 0.598
C: 0.165 2.392 2.291
I: -1.130 4.087 2.589
C: 1.179 2.426 3.181
C: 2.343 1.481 3.201
I: 1.405 3.818 4.763
N: -0.166 -0.186 1.036
P: 1.196 -1.199 2.032
N: 2.668 -1.034 1.621
P: -1.552 -0.675 2.199
O: -1.451 0.157 3.387
O: -3.047 -0.790 1.687
O: -1.223 -2.182 2.666
C: -0.214 -0.687 -0.507
C: -1.580 -1.309 -0.831
C: -2.016 -1.812 -2.206
C: -1.857 -3.298 -2.574
C: -2.661 -4.286 -1.731
O: -3.735 -3.664 -0.966
C: -4.057 -4.457 0.093
O: -4.845 -5.342 0.041
C: 1.041 -1.545 -0.985
I: 1.272 -1.645 -3.161
C: 1.369 -2.984 -0.517
C: 0.298 -3.978 -0.055
H: -0.750 2.431 -4.062
H: 0.032 0.785 -4.242
H: -1.973 1.172 -2.125
H: 0.971 0.662 -1.845
H: 2.783 1.655 -1.449
H: 0.556 3.952 0.154
H: -0.784 3.516 -0.892
H: 1.379 2.993 -2.534
H: 0.532 4.645 -3.801
H: 0.190 5.733 -2.460
H: -0.876 4.321 -2.839
H: 2.825 1.360 2.239
H: 3.117 1.880 3.855
H: 2.090 0.541 3.686
H: 0.896 -0.966 3.376
H: 0.841 -2.512 1.801
H: 3.265 -0.720 2.379
H: -3.341 -1.652 1.363
H: -1.603 -2.858 2.087
H: -1.874 -2.072 -0.106
H: -2.287 -0.502 -0.643
H: -1.666 -1.229 -3.053
H: -3.093 -1.662 -2.241
H: -0.817 -3.591 -2.706
H: -2.288 -3.362 -3.577
H: -2.057 -4.888 -1.049
H: -3.136 -5.001 -2.405
H: -3.510 -4.186 1.017
H: 1.920 -0.941 -0.774
H: 2.083 -2.875 0.298
H: 1.968 -3.504 -1.258
H: 0.793 -4.638 0.665
H: 0.004 -4.652 -0.856
H: -0.561 -3.567 0.470
C: 1.636 2.354 8.836
S: 1.182 3.981 9.457
O: 1.624 4.969 8.440
C: 2.388 4.015 10.789
H: 1.023 2.150 7.960
H: 2.690 2.353 8.557
H: 1.440 1.608 9.607
H: 3.390 3.898 10.376
H: 2.168 3.216 11.496
H: 2.304 4.978 11.287
C: -6.481 -0.699 -2.387
S: -5.390 0.700 -2.182
O: -4.169 0.148 -1.509
C: -6.351 1.544 -0.920
H: -6.014 -1.367 -3.109
H: -6.615 -1.218 -1.436
H: -7.444 -0.363 -2.771
H: -6.498 0.889 -0.059
H: -7.311 1.838 -1.344
H: -5.796 2.432 -0.622
C: -4.967 -6.083 -6.075
S: -6.137 -4.775 -6.458
O: -5.382 -3.493 -6.431
C: -7.060 -4.893 -4.920
H: -4.267 -6.155 -6.904
H: -4.432 -5.834 -5.158
H: -5.502 -7.026 -5.963
H: -6.391 -4.734 -4.074
H: -7.522 -5.878 -4.855
H: -7.833 -4.127 -4.924
C: 7.472 -0.224 -1.650
S: 5.694 -0.363 -1.809
O: 5.163 0.989 -2.166
C: 5.382 -0.599 -0.064
H: 7.880 -0.027 -2.639
H: 7.723 0.600 -0.983
H: 7.874 -1.163 -1.269
H: 5.776 0.256 0.489
H: 5.859 -1.523 0.264
H: 4.308 -0.672 0.084
C: -4.434 1.033 -7.211
S: -3.731 2.107 -5.956
O: -4.516 1.878 -4.707
C: -4.314 3.651 -6.661
H: -4.219 0.003 -6.931
H: -5.512 1.185 -7.256
H: -3.974 1.255 -8.174
H: -5.400 3.625 -6.744
H: -3.858 3.796 -7.640
H: -4.013 4.456 -5.993
C: -4.456 8.308 0.562
S: -3.853 6.617 0.610
O: -3.951 6.072 -0.769
C: -5.239 5.950 1.540
H: -3.749 8.896 -0.018
H: -5.436 8.329 0.084
H: -4.515 8.699 1.577
H: -6.165 6.135 0.996
H: -5.273 6.416 2.525
H: -5.080 4.878 1.649
C: 0.541 -1.859 6.666
S: 1.961 -0.783 6.461
O: 2.573 -1.115 5.139
C: 2.988 -1.552 7.712
H: -0.209 -1.563 5.933
H: 0.842 -2.893 6.497
H: 0.137 -1.736 7.671
H: 3.128 -2.605 7.471
H: 2.509 -1.441 8.685
H: 3.948 -1.041 7.715
C: 8.354 3.745 -3.628
S: 9.388 2.370 -3.120
O: 9.374 2.341 -1.633
C: 10.954 3.096 -3.614
H: 7.327 3.499 -3.363
H: 8.669 4.647 -3.103
H: 8.435 3.879 -4.706
H: 11.095 4.041 -3.091
H: 10.956 3.249 -4.693
H: 11.744 2.400 -3.342
C: 3.749 -6.293 3.449
S: 3.873 -6.716 1.708
O: 2.887 -5.863 0.986
C: 3.144 -8.350 1.850
H: 4.119 -5.277 3.571
H: 2.707 -6.351 3.763
H: 4.364 -6.979 4.031
H: 2.144 -8.267 2.274
H: 3.778 -8.974 2.480
H: 3.089 -8.777 0.851

Löwdin atomic charge list, values in e, 2 entries: number 1, C, carries 0.018; number 2, C, carries -0.181

=====

The following is a quantum chemistry calculation of a cluster of 12 separate species, C38H89F2N4O15 in total in a non-equilibrium geometry, from OMol25.

As for the net charge: +1. Its spin multiplicity is 1. The value obtained for the total energy is -3047.72140 a.u.

Cartesian coordinates (Å):
C: 6.384 -0.894 1.231
C: 7.031 -2.193 0.461
C: 6.226 -2.659 -0.895
O: 4.954 -1.955 -1.128
C: 3.786 -2.831 -0.874
C: 2.691 -1.933 -0.045
C: 1.930 -0.600 -0.713
C: 0.881 0.218 0.303
C: 0.139 1.530 -0.341
O: 0.706 2.738 -0.102
N: -1.094 1.523 -1.219
C: -2.276 0.842 -0.559
O: -2.516 -0.493 -0.648
F: -3.303 1.607 0.238
N: 0.725 -0.319 1.703
C: -0.228 0.520 2.588
C: 0.688 1.838 3.056
C: 1.387 1.609 4.554
F: -0.121 3.106 3.008
N: 1.268 -1.403 2.319
C: 2.232 -2.229 1.537
C: 2.930 -3.557 2.238
C: 2.243 -3.904 3.703
C: 3.182 -3.163 4.847
N: 4.254 -4.026 5.502
O: 2.977 -1.866 5.098
H: 7.161 -0.574 2.079
H: 6.236 0.048 0.552
H: 5.385 -1.160 1.819
H: 7.097 -3.065 1.252
H: 8.128 -1.926 0.155
H: 6.155 -3.827 -0.899
H: 6.933 -2.371 -1.812
H: 4.045 -3.834 -0.329
H: 3.312 -3.058 -1.937
H: 2.137 -0.242 -1.825
H: -0.898 1.141 -2.181
H: -0.472 -0.055 3.605
H: -1.202 0.842 2.017
H: 1.611 2.006 2.317
H: 0.565 1.398 5.379
H: 2.081 2.514 4.869
H: 2.034 0.613 4.457
H: 4.111 -3.500 2.275
H: 2.683 -4.481 1.526
H: 1.106 -3.613 3.771
H: 2.289 -5.074 3.930
H: 4.736 -3.528 6.286
H: 4.944 -4.210 4.714
C: 0.708 6.415 -1.075
C: 0.195 6.095 -2.464
O: 0.387 4.717 -2.747
H: 1.771 6.168 -0.991
H: 0.572 7.475 -0.844
H: 0.182 5.819 -0.322
H: 0.738 6.676 -3.216
H: -0.870 6.327 -2.553
H: -0.106 4.210 -2.079
C: -2.593 -2.865 6.269
C: -1.917 -3.703 5.203
O: -0.511 -3.695 5.399
H: -2.224 -1.835 6.240
H: -3.677 -2.857 6.129
H: -2.369 -3.255 7.267
H: -2.125 -3.297 4.209
H: -2.271 -4.738 5.234
H: -0.336 -4.065 6.282
C: -1.067 -2.101 -4.940
C: -1.657 -0.722 -4.728
O: -0.782 0.062 -3.930
H: -0.900 -2.600 -3.980
H: -1.731 -2.720 -5.549
H: -0.093 -2.034 -5.437
H: -2.619 -0.793 -4.211
H: -1.814 -0.212 -5.683
H: 0.066 0.126 -4.402
C: 0.276 7.345 2.524
C: -0.947 8.194 2.245
O: -0.613 9.571 2.340
H: 0.673 7.558 3.523
H: 0.034 6.280 2.460
H: 1.075 7.569 1.810
H: -1.734 7.983 2.975
H: -1.342 7.996 1.244
H: 0.081 9.750 1.682
C: -3.267 2.933 -5.336
C: -3.779 2.613 -6.725
O: -3.588 1.235 -7.007
H: -2.204 2.686 -5.252
H: -3.403 3.993 -5.105
H: -3.793 2.337 -4.583
H: -3.236 3.194 -7.477
H: -4.845 2.845 -6.813
H: -4.081 0.728 -6.340
C: -4.918 -7.756 4.066
C: -4.633 -6.761 5.172
O: -4.037 -5.591 4.630
H: -3.995 -8.024 3.542
H: -5.374 -8.665 4.468
H: -5.593 -7.323 3.321
H: -3.941 -7.189 5.903
H: -5.553 -6.477 5.692
H: -4.663 -5.214 3.988
C: -4.174 6.470 -2.931
C: -5.427 6.858 -3.688
O: -5.572 6.038 -4.838
H: -3.290 6.575 -3.569
H: -4.045 7.096 -2.043
H: -4.218 5.421 -2.619
H: -5.368 7.899 -4.017
H: -6.316 6.743 -3.060
H: -5.631 5.115 -4.535
C: -3.804 -3.432 -8.446
C: -5.044 -2.930 -7.736
O: -4.752 -1.725 -7.043
H: -2.996 -3.609 -7.729
H: -4.011 -4.363 -8.982
H: -3.438 -2.688 -9.160
H: -5.394 -3.667 -7.008
H: -5.853 -2.738 -8.448
H: -4.451 -1.075 -7.700
C: 4.896 5.335 0.842
C: 3.656 5.837 1.551
O: 3.948 7.041 2.245
H: 5.704 5.158 1.559
H: 4.689 4.404 0.306
H: 5.262 6.079 0.127
H: 3.306 5.100 2.280
H: 2.847 6.029 0.839
H: 4.249 7.692 1.588
C: -0.818 -10.680 4.978
C: -2.269 -10.388 5.299
O: -3.006 -10.216 4.097
H: -0.381 -9.864 4.394
H: -0.235 -10.811 5.894
H: -0.730 -11.588 4.372
H: -2.354 -9.469 5.886
H: -2.717 -11.206 5.872
H: -2.932 -11.041 3.587
C: 4.022 2.885 -4.024
C: 3.817 2.235 -2.672
O: 3.710 0.827 -2.821
H: 3.189 2.650 -4.695
H: 4.102 3.972 -3.927
H: 4.932 2.507 -4.502
H: 2.896 2.600 -2.208
H: 4.652 2.455 -2.000
H: 4.537 0.512 -3.226

Löwdin atomic charge list, values in e, 2 entries: number 1, C, carries -0.137; number 2, C, carries -0.214

=====

The following is a quantum chemistry calculation of a cluster of 11 separate species, C38H92Cl6O16 in total in a non-equilibrium geometry, from OMol25.

As for the SMILES: COCCOC.COCCOC.COCCOC.COCCOC.COCCOC.COCCOC.COCCOC.COCCOC.ClCCCl.ClCCCl.ClCCCl. Its relative energy (zero: lowest compared OMol25 entry of this formula, charge and spin) is 0.0 kcal per mole. Its spin multiplicity is 1.

Cartesian coordinates (Å):
C: 1.159 -1.525 -2.896
O: 1.334 -2.570 -1.991
C: 1.105 -3.836 -2.580
C: 1.093 -4.903 -1.499
O: 0.009 -4.863 -0.607
C: 0.015 -3.827 0.372
H: 1.750 -1.672 -3.810
H: 1.468 -0.598 -2.422
H: 0.104 -1.416 -3.185
H: 1.916 -4.075 -3.284
H: 0.138 -3.826 -3.100
H: 2.051 -4.842 -0.959
H: 1.036 -5.876 -1.990
H: 1.022 -3.652 0.757
H: -0.617 -4.189 1.184
H: -0.397 -2.907 -0.040
C: 2.043 3.712 1.197
O: 3.135 4.591 1.341
C: 4.388 4.082 0.972
C: 5.014 3.170 2.014
O: 4.241 1.983 2.107
C: 4.657 1.119 3.147
H: 2.010 3.270 0.188
H: 1.137 4.320 1.254
H: 2.015 2.928 1.954
H: 5.021 4.960 0.842
H: 4.313 3.511 0.036
H: 5.096 3.687 2.980
H: 6.033 2.903 1.688
H: 3.900 0.337 3.217
H: 4.669 1.649 4.105
H: 5.633 0.676 2.918
C: 8.665 0.964 1.201
O: 7.655 1.495 0.353
C: 7.146 0.549 -0.545
C: 5.865 1.084 -1.160
O: 5.418 0.099 -2.047
C: 4.220 0.418 -2.699
H: 8.786 1.675 2.014
H: 9.581 0.806 0.630
H: 8.328 0.016 1.637
H: 6.977 -0.452 -0.119
H: 7.849 0.363 -1.377
H: 6.104 2.030 -1.672
H: 5.122 1.315 -0.384
H: 4.320 1.263 -3.400
H: 3.450 0.789 -1.999
H: 3.865 -0.476 -3.200
C: -8.953 -5.590 4.223
O: -7.954 -4.631 4.423
C: -6.703 -5.219 4.685
C: -5.672 -4.126 4.787
O: -5.605 -3.470 3.545
C: -4.523 -2.576 3.487
H: -9.177 -6.158 5.137
H: -8.695 -6.284 3.414
H: -9.875 -5.081 3.938
H: -6.442 -5.881 3.850
H: -6.729 -5.774 5.631
H: -4.684 -4.572 4.981
H: -5.965 -3.433 5.585
H: -4.514 -1.863 4.315
H: -4.555 -2.105 2.506
H: -3.589 -3.166 3.462
C: 4.237 4.882 -2.913
O: 2.857 4.919 -2.704
C: 2.221 3.712 -3.067
C: 0.730 3.931 -3.187
O: 0.448 4.968 -4.079
C: -0.931 5.089 -4.319
H: 4.615 5.869 -2.658
H: 4.496 4.631 -3.951
H: 4.723 4.125 -2.276
H: 2.437 2.932 -2.326
H: 2.625 3.375 -4.039
H: 0.364 4.183 -2.176
H: 0.275 2.961 -3.439
H: -1.500 5.110 -3.377
H: -1.320 4.247 -4.909
H: -1.093 6.019 -4.857
C: -2.325 0.669 -3.859
O: -2.969 0.287 -5.056
C: -3.861 1.252 -5.527
C: -4.356 0.843 -6.894
O: -5.137 -0.327 -6.905
C: -6.428 -0.149 -6.376
H: -1.457 0.023 -3.738
H: -2.962 0.485 -2.982
H: -2.039 1.726 -3.875
H: -3.361 2.230 -5.641
H: -4.703 1.415 -4.838
H: -3.476 0.610 -7.498
H: -4.883 1.677 -7.376
H: -6.417 0.021 -5.292
H: -7.001 -1.052 -6.574
H: -6.947 0.703 -6.839
C: 6.166 -2.292 4.355
O: 5.048 -3.014 3.901
C: 5.245 -3.633 2.651
C: 5.158 -2.681 1.477
O: 3.827 -2.254 1.363
C: 3.661 -1.105 0.564
H: 7.019 -2.963 4.507
H: 5.877 -1.810 5.288
H: 6.463 -1.479 3.680
H: 4.447 -4.367 2.529
H: 6.212 -4.158 2.633
H: 5.496 -3.177 0.555
H: 5.821 -1.818 1.652
H: 2.706 -0.674 0.865
H: 3.587 -1.379 -0.494
H: 4.451 -0.371 0.739
C: -2.758 -0.128 1.555
O: -2.061 1.029 1.191
C: -2.308 1.408 -0.157
C: -1.237 2.380 -0.588
O: -0.080 1.717 -1.103
C: 0.428 0.724 -0.222
H: -2.663 -0.276 2.637
H: -2.330 -1.037 1.114
H: -3.835 -0.109 1.358
H: -3.299 1.881 -0.202
H: -2.304 0.537 -0.821
H: -0.939 3.042 0.232
H: -1.574 2.979 -1.436
H: -0.235 -0.141 -0.236
H: 0.573 1.151 0.776
H: 1.429 0.497 -0.586
Cl: -4.588 -5.308 -0.805
C: -2.856 -4.833 -0.823
C: -2.584 -3.762 -1.864
Cl: -3.102 -2.156 -1.300
H: -2.278 -5.726 -1.042
H: -2.629 -4.487 0.181
H: -3.121 -4.016 -2.772
H: -1.507 -3.714 -1.998
Cl: -8.186 2.954 4.459
C: -7.140 2.776 3.023
C: -7.539 1.565 2.226
Cl: -6.314 1.255 0.968
H: -6.113 2.681 3.369
H: -7.193 3.713 2.472
H: -8.509 1.607 1.740
H: -7.578 0.704 2.895
Cl: -1.781 4.538 3.098
C: -1.427 3.488 4.517
C: -1.050 2.130 4.010
Cl: -0.676 1.027 5.354
H: -2.275 3.497 5.192
H: -0.577 3.988 4.973
H: -0.183 2.210 3.360
H: -1.853 1.690 3.430

Löwdin atomic charge list, values in e, 2 entries: number 1, C, carries -0.110; number 2, O, carries -0.190